Entry 1:
C23H44NP3SeTi | ωB97M-V with the def2-TZVPD basis set

Last column: Löwdin charge in e.
CARTESIAN COORDINATES (ANGSTROEM)
Ti -0.053 -0.028 0.059  0.3967
P -1.651 -1.987 0.027  0.7678
P 1.659 -0.574 2.064  0.7718
P 1.695 -1.800 -1.168  0.7396
H -3.826 1.686 -3.631  0.0802
C -3.497 0.630 -3.739  -0.0167
C -2.889 -0.086 -2.774  -0.1141
H -2.773 0.318 -1.761  0.0133
C -3.243 -1.428 0.706  -0.2104
C -0.925 -2.909 1.418  -0.2313
C -2.188 -3.362 -1.056  -0.1824
C 2.996 0.640 2.413  -0.2342
C 0.796 -0.558 3.684  -0.2122
C 2.642 -2.121 2.221  -0.2287
C 1.243 -1.697 -2.951  -0.2309
C 1.747 -3.637 -0.952  -0.2013
C 3.521 -1.543 -1.279  -0.2575
H -3.761 0.189 -4.725  0.0941
H -2.541 -1.103 -2.993  0.0485
H -3.721 -0.778 -0.038  0.0523
H -3.087 -0.844 1.627  0.0510
H -3.917 -2.272 0.934  0.1022
H -0.591 -2.221 2.209  0.0037
H -0.072 -3.515 1.098  0.0423
H -1.708 -3.572 1.820  0.0937
H -3.100 -3.031 -1.559  0.0656
H -2.411 -4.265 -0.466  0.0947
H -1.433 -3.617 -1.819  0.0556
H 3.815 0.150 2.953  0.0812
H 2.585 1.443 3.028  0.0533
H 3.393 1.079 1.486  0.0052
H 1.544 -0.728 4.471  0.0888
H 0.033 -1.343 3.753  0.0479
H 0.307 0.408 3.861  0.0467
H 3.282 -2.028 3.112  0.0829
H 3.280 -2.277 1.342  0.0210
H 1.982 -2.991 2.339  0.0579
H 1.892 -2.377 -3.523  0.0846
H 1.356 -0.669 -3.322  0.0405
H 0.196 -2.000 -3.082  0.0452
H 2.385 -4.054 -1.748  0.0882
H 0.748 -4.088 -1.029  0.0448
H 2.192 -3.905 0.018  0.0569
H 3.950 -2.347 -1.895  0.0876
H 3.998 -1.556 -0.293  0.0482
H 3.733 -0.574 -1.754  0.0139
C 1.366 2.047 -2.427  -0.5169
C -0.009 2.026 -2.604  -0.0929
C -0.581 2.676 -3.705  0.0551
C 0.257 3.313 -4.637  0.1093
C 1.645 3.300 -4.479  0.0495
C 2.207 2.669 -3.369  -0.0047
Se 2.088 1.218 -0.892  1.0925
H -0.725 -0.857 -1.258  -0.0430
H -0.630 1.500 -1.852  0.0627
H -1.662 2.679 -3.803  0.1188
H -0.204 3.826 -5.474  0.1615
H 2.320 3.773 -5.199  0.1583
H 3.273 2.618 -3.187  0.1356
C -1.981 3.949 4.727  0.0109
C -1.513 3.147 3.548  -0.1927
C -0.187 3.230 3.099  0.0335
C 0.223 2.482 2.016  -0.1471
N -0.602 1.591 1.411  -0.1115
C -1.927 1.614 1.729  -0.1008
C -2.370 2.314 2.834  0.0342
H -1.256 3.924 5.551  0.1134
H -2.127 5.002 4.446  0.1248
H -2.937 3.564 5.090  0.1020
H 0.541 3.884 3.583  0.1526
H 1.229 2.582 1.568  0.0974
H -2.609 1.077 1.063  0.0995
H -3.415 2.192 3.134  0.1500

## Properties
- M (g mol⁻¹) = 554.36
- gap between HOMO and LUMO (alpha / beta) (eV) = 4.39 / 4.65
- E_LUMO (alpha / beta) (eV) = -15.974 / -15.719
- total charge = +4
- strongest force on any atom (eV Å⁻¹) = 2.6
- spin multiplicity = 1
- ΔE to the lowest compared entry with this formula, charge and spin (kcal/mol) = 25.06

***

Entry 2:
C40H39N6O3PSSe2Ti | ωB97M-V with the def2-TZVPD basis set

Last column: Löwdin charge in e.
CARTESIAN COORDINATES (ANGSTROEM)
Ti 0.846 0.890 0.300  0.6316
Se -3.766 -0.095 0.556  0.3323
P -2.641 -0.951 -1.046  0.2776
Se -0.514 -0.402 -1.392  0.6125
C -3.519 -0.488 -2.609  -0.3864
C -4.909 -0.469 -2.626  -0.1253
C -5.587 -0.057 -3.759  -0.0865
C -4.885 0.367 -4.876  -0.0909
C -3.500 0.372 -4.853  -0.0833
C -2.817 -0.061 -3.730  -0.1166
C -2.712 -2.791 -0.888  -0.3883
C -3.814 -3.440 -0.344  -0.1157
C -3.792 -4.817 -0.181  -0.0890
C -2.665 -5.547 -0.525  -0.0910
C -1.563 -4.898 -1.056  -0.0843
C -1.589 -3.529 -1.242  -0.1289
H -5.462 -0.759 -1.743  0.0690
H -6.667 -0.058 -3.768  0.1010
H -5.413 0.700 -5.760  0.1007
H -2.951 0.719 -5.716  0.1030
H -1.733 -0.064 -3.724  0.0555
H -4.683 -2.875 -0.031  0.0746
H -4.661 -5.323 0.217  0.1018
H -2.638 -6.619 -0.377  0.1008
H -0.682 -5.460 -1.330  0.1026
H -0.733 -3.014 -1.661  0.0461
O 3.523 1.587 -3.091  -0.2809
S 2.668 0.645 -2.422  0.6002
O 1.358 0.479 -3.004  -0.4423
N 2.415 1.008 -0.861  -0.2476
C 3.451 1.623 -0.186  -0.2982
C 4.790 1.553 -0.562  -0.0402
C 5.742 2.288 0.131  -0.0825
C 5.393 3.105 1.187  -0.0502
C 4.062 3.166 1.628  -0.1730
C 3.624 3.971 2.706  -0.0484
C 2.283 3.947 3.049  -0.0835
C 1.400 3.127 2.370  -0.1256
N 1.768 2.341 1.334  -0.0438
C 3.086 2.385 0.955  -0.1869
C 3.487 -0.955 -2.399  -0.2615
C 4.549 -1.193 -3.252  -0.0563
C 5.224 -2.401 -3.176  -0.0699
C 4.834 -3.356 -2.249  -0.0821
C 3.756 -3.112 -1.410  -0.0708
C 3.077 -1.907 -1.485  -0.0630
H 5.078 0.957 -1.414  0.0916
H 6.772 2.216 -0.181  0.1008
H 6.138 3.697 1.697  0.1036
H 4.328 4.599 3.231  0.1019
H 1.921 4.568 3.856  0.0985
H 0.362 3.079 2.679  0.0908
H 4.828 -0.422 -3.955  0.1166
H 6.057 -2.593 -3.838  0.1056
H 5.380 -4.286 -2.174  0.1028
H 3.456 -3.870 -0.702  0.1021
H 2.227 -1.697 -0.842  0.0768
C -1.855 1.578 3.629  -0.0210
N -2.100 2.473 2.523  -0.0901
C -3.024 3.566 2.722  -0.1400
C -3.894 3.693 1.482  -0.1476
C -2.992 3.962 0.288  -0.1466
N -1.840 3.078 0.295  -0.0509
C -1.143 2.947 -0.968  -0.0279
C -1.565 2.228 1.310  -0.5142
O -0.755 1.277 1.163  -0.2062
H -2.793 1.122 3.950  0.0965
H -1.406 2.130 4.459  0.0977
H -1.174 0.793 3.301  0.0884
H -2.471 4.496 2.910  0.1340
H -3.631 3.344 3.600  0.1262
H -4.621 4.497 1.588  0.1203
H -4.416 2.745 1.335  0.0775
H -2.644 5.004 0.294  0.1310
H -3.551 3.798 -0.638  0.1328
H -1.670 2.260 -1.647  0.0806
H -0.111 2.567 -0.800  0.0547
H -1.083 3.930 -1.439  0.1086
N 2.890 -1.954 2.545  0.1534
C 2.756 -0.745 1.911  -0.0490
N 1.503 -0.558 1.481  0.0033
C 0.791 -1.679 1.878  -0.2030
C -0.557 -2.001 1.756  -0.0238
C -0.972 -3.232 2.241  -0.0589
C -0.092 -4.116 2.857  -0.0740
C 1.245 -3.795 3.029  -0.0147
C 1.668 -2.570 2.535  -0.1954
H 3.728 -2.312 2.969  0.1667
H 3.582 -0.068 1.775  0.1418
H -1.255 -1.301 1.319  0.0225
H -2.008 -3.509 2.137  0.1068
H -0.457 -5.063 3.225  0.1055
H 1.927 -4.464 3.528  0.1074

## Properties
- M (g mol⁻¹) = 920.62
- expectation value of S² = 2.0404
- gap between HOMO and LUMO (alpha / beta) (eV) = 5.15 / 7.52
- E_LUMO (alpha / beta) (eV) = 0.070 / 0.170
- total charge = 0
- strongest force on any atom (eV Å⁻¹) = 3.0
- spin multiplicity = 3
- ΔE to the lowest compared entry with this formula, charge and spin (kcal/mol) = 45.23

***

The highest M belongs to which entry? C40H39N6O3PSSe2Ti